Molecular formula: C40H87N7O4P2Si
Method: DFT, ωB97M-V/def2-TZVPD

## Properties
- spin multiplicity = 1
- energy relative to the best compared isomer or geometry (same formula, charge and spin) (kcal/mol) = 241.71
- Kohn-Sham gap (eV) = 6.51
- SMILES = CCCCCCCCCCCOC(=O)NCCCCCCCC[Si](C)(C)c1ccccc1.CN(C)P(=O)(N(C)C)N(C)C.CN(C)P(=O)(N(C)C)N(C)C
- net charge = 0

Last columns: bonded neighbours and bond lengths (Å).
Geometry (Å):
1 C -2.452 2.422 6.919  C2 1.664, H33 1.187, H34 1.178, H35 1.193
2 C -3.144 0.925 6.706  C1 1.664, C3 1.667, H36 1.183, H37 1.192
3 C -4.579 1.012 5.861  C2 1.667, C4 1.641, H38 1.189, H39 1.177
4 C -5.256 -0.482 5.827  C3 1.641, C5 1.664, H40 1.191, H41 1.174
5 C -6.651 -0.561 4.923  C4 1.664, C6 1.640, H42 1.171, H43 1.182
6 C -6.229 -0.168 3.389  C5 1.640, C7 1.672, H44 1.194, H45 1.194
7 C -6.579 -1.373 2.284  C6 1.672, C8 1.671, H46 1.177, H47 1.170
8 C -6.001 -0.782 0.831  C7 1.671, C9 1.639, H48 1.170, H49 1.184
9 C -5.985 -1.899 -0.368  C8 1.639, C10 1.639, H50 1.180, H51 1.193
10 C -4.450 -1.985 -0.938  C9 1.639, C11 1.673, H52 1.170, H53 1.194
11 C -4.000 -0.649 -1.837  C10 1.673, O12 1.470, H54 1.176, H55 1.194
12 O -2.557 -0.377 -1.782  C11 1.470, C13 1.469
13 C -2.192 0.540 -0.695  O12 1.469, O14 1.334, N15 1.535
14 O -3.014 1.114 0.186  C13 1.334
15 N -0.711 0.929 -0.594  C13 1.535, C16 1.513, H56 1.063
16 C -0.188 0.785 0.818  N15 1.513, C17 1.664, H57 1.170, H58 1.179
17 C 1.276 1.571 0.912  C16 1.664, C18 1.647, H59 1.191, H60 1.170
18 C 1.863 1.682 2.447  C17 1.647, C19 1.670, H61 1.194, H62 1.189
19 C 3.004 0.511 2.784  C18 1.670, C20 1.663, H63 1.170, H64 1.190
20 C 2.171 -0.927 2.710  C19 1.663, C21 1.643, H65 1.192, H66 1.181
21 C 3.074 -2.233 3.134  C20 1.643, C22 1.652, H67 1.171, H68 1.183
22 C 2.883 -3.466 2.052  C21 1.652, C23 1.640, H69 1.194, H70 1.183
23 C 2.349 -4.870 2.711  C22 1.640, Si24 1.925, H71 1.178, H72 1.194
24 Si 0.526 -4.842 3.329  C23 1.925, C25 1.931, C26 1.964, C27 1.957
25 C -0.042 -3.173 4.115  Si24 1.931, H73 1.194, H74 1.170, H75 1.191
26 C 0.433 -6.165 4.779  Si24 1.964, H76 1.193, H77 1.186, H78 1.171
27 C -0.784 -5.248 1.932  Si24 1.957, C28 1.665, C32 1.652
28 C -0.786 -4.345 0.533  C27 1.665, C29 1.673, H79 1.188
29 C -1.941 -4.664 -0.634  C28 1.673, C30 1.668, H80 1.180
30 C -3.064 -5.872 -0.386  C29 1.668, C31 1.669, H81 1.172
31 C -3.067 -6.798 1.002  C30 1.669, C32 1.654, H82 1.193
32 C -1.908 -6.443 2.126  C27 1.652, C31 1.654, H83 1.187
33 H -3.232 3.158 7.429  C1 1.187
34 H -2.061 2.841 5.890  C1 1.178
35 H -1.563 2.267 7.700  C1 1.193
36 H -2.417 0.228 6.087  C2 1.183
37 H -3.411 0.425 7.755  C2 1.192
38 H -5.315 1.812 6.344  C3 1.189
39 H -4.294 1.429 4.798  C3 1.177
40 H -4.489 -1.323 5.479  C4 1.191
41 H -5.572 -0.742 6.928  C4 1.174
42 H -7.417 0.190 5.392  C5 1.171
43 H -7.110 -1.649 4.880  C5 1.182
44 H -5.063 0.054 3.260  C6 1.194
45 H -6.765 0.829 3.009  C6 1.194
46 H -5.931 -2.308 2.587  C7 1.177
47 H -7.726 -1.585 2.188  C7 1.170
48 H -6.574 0.186 0.506  C8 1.170
49 H -4.871 -0.504 1.050  C8 1.184
50 H -6.714 -1.612 -1.250  C9 1.180
51 H -6.369 -2.933 0.089  C9 1.193
52 H -3.691 -2.238 -0.083  C10 1.170
53 H -4.417 -2.913 -1.688  C10 1.194
54 H -4.688 0.283 -1.632  C11 1.176
55 H -4.231 -0.968 -2.964  C11 1.194
56 H -0.212 0.174 -1.152  N15 1.063
57 H -0.859 1.262 1.651  C16 1.170
58 H -0.106 -0.371 1.035  C16 1.179
59 H 2.039 0.872 0.323  C17 1.191
60 H 1.192 2.600 0.360  C17 1.170
61 H 0.933 1.592 3.189  C18 1.194
62 H 2.346 2.757 2.611  C18 1.189
63 H 3.931 0.550 2.071  C19 1.170
64 H 3.287 0.683 3.928  C19 1.190
65 H 1.214 -0.764 3.401  C20 1.192
66 H 1.888 -1.070 1.573  C20 1.181
67 H 4.181 -1.874 3.266  C21 1.171
68 H 2.714 -2.608 4.196  C21 1.183
69 H 3.978 -3.693 1.634  C22 1.194
70 H 2.248 -3.168 1.100  C22 1.183
71 H 3.071 -5.191 3.584  C23 1.178
72 H 2.432 -5.713 1.870  C23 1.194
73 H -1.127 -3.288 4.600  C25 1.194
74 H 0.673 -2.762 4.946  C25 1.170
75 H -0.196 -2.415 3.209  C25 1.191
76 H 1.199 -7.057 4.576  C26 1.193
77 H 0.824 -5.651 5.773  C26 1.186
78 H -0.672 -6.541 4.869  C26 1.171
79 H -0.026 -3.454 0.335  C28 1.188
80 H -1.995 -4.022 -1.623  C29 1.180
81 H -3.908 -6.106 -1.165  C30 1.172
82 H -3.882 -7.649 1.192  C31 1.193
83 H -1.915 -7.087 3.122  C32 1.187
84 C -0.483 2.738 -3.608  N85 1.447, H95 1.093, H96 1.097, H97 1.093
85 N -1.353 3.873 -3.385  C84 1.447, C86 1.458, P87 1.696
86 C -2.433 3.560 -2.457  N85 1.458, H98 1.094, H99 1.095, H100 1.096
87 P -1.424 5.361 -4.195  N85 1.696, O88 1.548, N89 1.722, N92 1.780
88 O -1.184 6.154 -2.888  P87 1.548
89 N 0.123 5.804 -4.807  P87 1.722, C90 1.454, C91 1.472
90 C 1.327 5.015 -4.599  N89 1.454, H101 1.097, H102 1.097, H103 1.088
91 C 0.477 7.220 -4.622  N89 1.472, H104 1.096, H105 1.095, H106 1.095
92 N -1.701 4.448 -5.698  P87 1.780, C93 1.457, C94 1.451
93 C -2.945 3.701 -5.824  N92 1.457, H107 1.095, H108 1.095, H109 1.095
94 C -0.935 4.496 -6.930  N92 1.451, H110 1.095, H111 1.093, H112 1.096
95 H -0.387 2.479 -4.665  C84 1.093
96 H -0.843 1.825 -3.117  C84 1.097
97 H 0.510 2.921 -3.192  C84 1.093
98 H -3.267 3.085 -2.982  C86 1.094
99 H -2.819 4.461 -1.970  C86 1.095
100 H -2.107 2.893 -1.651  C86 1.096
101 H 1.586 4.932 -3.537  C90 1.097
102 H 2.186 5.455 -5.120  C90 1.097
103 H 1.234 4.019 -5.028  C90 1.088
104 H 0.858 7.415 -3.613  C91 1.096
105 H -0.393 7.865 -4.790  C91 1.095
106 H 1.244 7.532 -5.340  C91 1.095
107 H -2.803 2.661 -5.511  C93 1.095
108 H -3.338 3.688 -6.846  C93 1.095
109 H -3.727 4.146 -5.202  C93 1.095
110 H -0.144 3.739 -6.919  C94 1.095
111 H -0.489 5.477 -7.117  C94 1.093
112 H -1.550 4.298 -7.816  C94 1.096
113 C 4.792 0.306 -4.085  N114 1.447, H124 1.093, H125 1.097, H126 1.093
114 N 4.915 0.925 -2.783  C113 1.447, C115 1.458, P116 1.696
115 C 4.320 2.256 -2.752  N114 1.458, H127 1.094, H128 1.095, H129 1.096
116 P 5.822 0.443 -1.433  N114 1.696, O117 1.548, N118 1.722, N121 1.780
117 O 4.564 0.388 -0.532  P116 1.548
118 N 5.991 -1.270 -1.386  P116 1.722, C119 1.454, C120 1.472
119 C 5.385 -2.166 -2.358  N118 1.454, H130 1.097, H131 1.097, H132 1.088
120 C 5.818 -1.871 -0.053  N118 1.472, H133 1.096, H134 1.095, H135 1.095
121 N 7.267 0.506 -2.469  P116 1.780, C122 1.457, C123 1.451
122 C 7.691 1.806 -2.972  N121 1.457, H136 1.095, H137 1.095, H138 1.095
123 C 8.224 -0.552 -2.739  N121 1.451, H139 1.095, H140 1.093, H141 1.096
124 H 5.753 -0.008 -4.498  C113 1.093
125 H 4.359 0.979 -4.835  C113 1.097
126 H 4.121 -0.556 -4.043  C113 1.093
127 H 5.026 3.004 -3.122  C115 1.094
128 H 4.035 2.545 -1.735  C115 1.095
129 H 3.406 2.315 -3.354  C115 1.096
130 H 4.290 -2.107 -2.345  C119 1.097
131 H 5.665 -3.209 -2.168  C119 1.097
132 H 5.746 -1.970 -3.365  C119 1.088
133 H 4.760 -2.002 0.199  C120 1.096
134 H 6.279 -1.245 0.719  C120 1.095
135 H 6.304 -2.851 0.003  C120 1.095
136 H 7.273 1.990 -3.967  C122 1.095
137 H 8.780 1.905 -3.047  C122 1.095
138 H 7.357 2.605 -2.303  C122 1.095
139 H 7.928 -1.119 -3.626  C123 1.095
140 H 8.348 -1.239 -1.897  C123 1.093
141 H 9.233 -0.167 -2.932  C123 1.096